C26H30N4OSSeV | the ωB97M-V functional and the def2-TZVPD basis

Structure (ORCA input):
```
! RIJCOSX wB97M-V def2-TZVPD def2/J DEFGRID3
* xyz -1 3
V -0.6191 -0.5631 -1.7726
N 3.6216 0.5136 -2.5264
C 2.3595 0.0183 -2.2987
S 1.0591 1.1471 -2.1500
N 2.2845 -1.2858 -2.2509
N 0.9840 -1.7326 -1.9901
C 0.9644 -2.9456 -1.5718
C -0.2140 -3.7599 -1.2850
C -0.0320 -5.0817 -0.8841
C -1.1120 -5.9115 -0.6483
C -2.4019 -5.4147 -0.8303
C -2.6046 -4.1047 -1.2275
C -1.5133 -3.2642 -1.4315
O -1.6911 -1.9893 -1.7895
H 3.7566 1.4507 -2.1828
H 4.3544 -0.1337 -2.2787
H 1.9384 -3.4146 -1.4579
H 0.9791 -5.4529 -0.7561
H -0.9562 -6.9338 -0.3298
H -3.2557 -6.0585 -0.6551
H -3.5974 -3.7003 -1.3784
C -1.6376 2.0774 -0.5036
N -2.0582 0.6779 -0.7141
C -2.3917 0.0892 0.6039
C -3.2364 0.6171 -1.6187
C -2.7818 0.8521 -3.0425
C -3.5253 1.6044 -3.9457
C -3.0648 1.7746 -5.2454
C -1.8520 1.2063 -5.6183
C -1.0991 0.4923 -4.6914
C -1.5381 0.2955 -3.3780
H -2.4197 2.6128 0.0458
H -1.4757 2.5575 -1.4667
H -0.7114 2.0834 0.0700
H -3.2418 0.6186 1.0501
H -1.5222 0.1633 1.2573
H -2.6565 -0.9593 0.4751
H -3.9952 1.3359 -1.2906
H -3.6579 -0.3839 -1.5346
H -4.4644 2.0557 -3.6384
H -3.6395 2.3565 -5.9567
H -1.4812 1.3451 -6.6284
H -0.1318 0.1039 -4.9906
C 3.1523 3.2284 6.2551
C 2.7088 2.4288 5.0548
C 2.2980 3.0424 3.8832
C 1.8844 2.3170 2.7646
C 1.4592 3.0957 1.5449
C 1.8665 0.9056 2.7947
Se 1.3108 -0.1083 1.2625
C 2.2942 0.2756 3.9867
C 2.3446 -1.2258 4.1248
C 2.6998 1.0398 5.0777
H 2.9874 4.2954 6.0956
H 4.2163 3.0855 6.4650
H 2.6044 2.9363 7.1547
H 2.3022 4.1295 3.8259
H 2.0374 4.0206 1.4620
H 0.4014 3.3738 1.6080
H 1.5865 2.5040 0.6382
H 1.6869 -1.7048 3.4010
H 2.0608 -1.5258 5.1373
H 3.3574 -1.5974 3.9376
H 3.0185 0.5247 5.9831
*
```

Properties
ΔE to the lowest compared entry with this formula, charge and spin: 79.68 kJ/mol
orbital gap (alpha / beta): 0.221 / 0.217 hartree
highest occupied orbital energy (alpha / beta): -3.387 / -3.388 eV
<S²>: 2.02

Atomic partial charges in e from the Mulliken method, atoms 1 to 2:
1 V -0.547
2 N -0.538

=====

C26H30N6O4 | the ωB97M-V functional and the def2-TZVPD basis

Structure (ORCA input):
```
! RIJCOSX wB97M-V def2-TZVPD def2/J DEFGRID3
* xyz 0 1
C -4.1808 -2.2282 -0.0544
C -3.0921 -1.7263 0.8891
C -2.5249 -2.8833 1.7065
C -1.9999 -1.0123 0.0576
C -0.8216 -0.6229 0.8942
N -0.6906 0.5100 1.5511
N 0.5036 0.4923 2.1213
N 1.1160 -0.5840 1.8647
N 0.3267 -1.3328 1.0852
C 0.7161 -2.6542 0.6528
C 2.1767 -2.7301 0.2795
C 2.5390 -3.1161 -1.0067
C 3.8754 -3.1797 -1.3686
C 4.8599 -2.8556 -0.4503
C 4.5033 -2.4825 0.8349
C 3.1700 -2.4286 1.2033
N -2.5766 0.1144 -0.6594
C -3.0019 1.2545 0.1340
C -4.3524 1.7785 -0.3607
C -4.8127 2.9865 0.4547
O -6.0883 3.4461 0.0750
C -1.8586 0.4715 -1.8769
C -0.4023 0.7798 -1.6408
C 0.0589 1.9844 -1.2231
C 1.4123 2.1832 -0.8242
C 1.8645 3.4089 -0.2952
C 3.1635 3.4775 0.1122
C 4.0341 2.3763 0.0126
C 3.6307 1.1780 -0.5073
C 2.2957 1.0917 -0.9302
N 1.8231 -0.0767 -1.4563
C 0.5161 -0.3382 -1.7875
O 0.2001 -1.4573 -2.1763
O 5.2584 2.7250 0.4936
C 5.1433 4.0643 0.9295
O 3.8432 4.5336 0.6559
H -5.0186 -2.6269 0.5119
H -3.7909 -3.0153 -0.6963
H -4.5315 -1.4150 -0.6823
H -3.5297 -1.0024 1.5816
H -1.7889 -2.5350 2.4281
H -3.3273 -3.3681 2.2582
H -2.0649 -3.6256 1.0573
H -1.6535 -1.7179 -0.7068
H 0.5115 -3.3565 1.4709
H 0.1018 -2.9182 -0.2105
H 1.7725 -3.3517 -1.7298
H 4.1445 -3.4798 -2.3706
H 5.9010 -2.8985 -0.7345
H 5.2667 -2.2352 1.5572
H 2.8992 -2.1325 2.2037
H -3.0994 0.9544 1.1752
H -2.2594 2.0606 0.1164
H -5.1001 0.9883 -0.2803
H -4.2802 2.0616 -1.4145
H -4.9032 2.7174 1.5093
H -4.0720 3.7960 0.3698
H -6.0748 3.6547 -0.8658
H -1.9252 -0.3777 -2.5640
H -2.3637 1.3285 -2.3230
H -0.6101 2.8297 -1.1520
H 1.1971 4.2484 -0.2035
H 4.2935 0.3313 -0.5738
H 2.4610 -0.8638 -1.5340
H 5.3361 4.1150 2.0133
H 5.8809 4.6868 0.3994
*
```

Properties
ΔE to the lowest compared entry with this formula, charge and spin: 186.43 kJ/mol
orbital gap: 0.296 hartree
highest occupied orbital energy: -7.738 eV
SMILES string: CC(C)[C@H](c1nnnn1Cc1ccccc1)N(CCCO)Cc1cc2cc3c(cc2[nH]c1=O)OCO3

Atomic partial charges in e from the Mulliken method, atoms 1 to 2:
1 C -1.672
2 C 0.779

=====

C26H30NO7 | the ωB97M-V functional and the def2-TZVPD basis

Structure (ORCA input):
```
! RIJCOSX wB97M-V def2-TZVPD def2/J DEFGRID3
* xyz -1 1
C -2.4676 -3.9831 5.0488
C -1.3213 -3.0496 4.7119
C -1.5656 -2.3203 3.3988
C -0.4294 -1.3663 3.0347
C -0.2361 -0.2537 4.0085
C 1.1083 0.0613 4.4136
O 1.3772 0.9784 5.1850
O 2.0975 -0.6947 3.8238
C 3.3632 -0.1085 4.0404
C 4.3923 -0.6100 3.0466
C -1.3757 0.5592 4.3456
O -1.3326 1.4747 5.1615
O -2.5283 0.2702 3.6506
C -3.5227 1.2341 3.9051
C -4.6746 1.1286 2.9243
H -2.3048 -4.5318 5.9778
H -3.4031 -3.4308 5.1496
H -2.6122 -4.7130 4.2516
H -1.1739 -2.3153 5.5136
H -0.3750 -3.6019 4.6520
H -1.7243 -3.0548 2.6002
H -2.5073 -1.7653 3.4714
H 0.5016 -1.9384 2.9558
H -0.5979 -0.9288 2.0452
H 3.2238 0.9784 3.9511
H 3.6571 -0.3097 5.0790
H 5.3922 -0.2050 3.2199
H 4.4597 -1.6974 3.0829
H 4.0965 -0.3397 2.0323
H -3.8515 1.1067 4.9444
H -3.0302 2.2139 3.8457
H -5.4694 1.8515 3.1212
H -4.3209 1.2910 1.9058
H -5.1136 0.1311 2.9530
O -4.1309 2.7518 -3.7058
N -3.2420 1.8985 -3.8204
O -3.3123 0.9490 -4.6095
C -2.0520 2.0189 -2.9848
C -1.0365 1.0893 -3.0792
C 0.0842 1.2004 -2.2925
C 0.2168 2.2524 -1.3857
C 1.4415 2.3781 -0.6123
C 1.7369 3.3948 0.2028
C 3.0593 3.5346 0.8035
C 3.5894 4.9013 1.0085
C 3.0294 6.0072 0.3745
C 3.6044 7.2491 0.5110
C 4.7438 7.4097 1.2700
C 5.2960 6.3199 1.9088
C 4.7271 5.0739 1.7799
O 3.7326 2.5607 1.0784
C -0.8183 3.1884 -1.3086
C -1.9355 3.0697 -2.0996
H -1.1424 0.2792 -3.7805
H 0.8784 0.4776 -2.3813
H 2.2020 1.6308 -0.7619
H 1.0129 4.1657 0.3883
H 2.1596 5.8852 -0.2489
H 3.1688 8.0938 0.0077
H 5.1994 8.3825 1.3631
H 6.1863 6.4394 2.4998
H 5.1614 4.2082 2.2543
H -0.7471 4.0180 -0.6309
H -2.7311 3.7916 -2.0395
*
```

Properties
ΔE to the lowest compared entry with this formula, charge and spin: 167.10 kJ/mol
orbital gap: 0.127 hartree
highest occupied orbital energy: -2.922 eV

Atomic partial charges in e from the Mulliken method, atoms 1 to 2:
1 C -1.357
2 C -0.197

=====

C26H30NS3TeTi | the ωB97M-V functional and the def2-TZVPD basis

Structure (ORCA input):
```
! RIJCOSX wB97M-V def2-TZVPD def2/J DEFGRID3
* xyz 3 1
Ti -0.5640 0.4798 0.7749
C 0.6065 1.7713 3.7137
C -0.8523 2.0908 3.9913
S -1.8839 2.0350 2.4919
C -3.3292 1.0511 2.9714
C -3.0025 -0.3576 3.4300
S -1.9811 -1.2696 2.2297
C -0.7400 -2.0291 3.3084
C 0.1672 -1.0429 4.0229
S 0.9115 0.1771 2.8860
H 1.0650 2.5180 3.0615
H 1.1801 1.7750 4.6418
H -1.2914 1.4194 4.7261
H -0.9270 3.1003 4.3972
H -3.8619 1.5991 3.7499
H -3.9713 1.0550 2.0883
H -2.4963 -0.3607 4.3933
H -3.9287 -0.9208 3.5501
H -1.2724 -2.6469 4.0341
H -0.1804 -2.7169 2.6746
H -0.3576 -0.4957 4.8030
H 0.9933 -1.5719 4.4985
N -1.3761 1.9043 -0.5695
C -2.3388 1.5643 -1.6595
C -3.1720 2.5954 -2.0589
C -4.1055 2.3811 -3.0602
C -4.1987 1.1260 -3.6427
C -3.3529 0.1089 -3.2372
C -2.3879 0.2978 -2.2419
C -1.4840 -0.8114 -1.8631
C -1.2551 -1.8973 -2.7152
C -0.4380 -2.9530 -2.3390
C 0.2186 -2.9696 -1.1057
C 0.0381 -1.8936 -0.2620
C -0.7942 -0.8293 -0.6447
H -1.8439 2.6371 -0.0331
H -0.5902 2.4011 -1.0006
H -3.0922 3.5745 -1.5990
H -4.7543 3.1868 -3.3746
H -4.9330 0.9341 -4.4126
H -3.4716 -0.8636 -3.6925
H -1.7001 -1.9233 -3.6996
H -0.3020 -3.7798 -3.0240
H 0.8506 -3.8016 -0.8267
H 0.5679 -1.8838 0.6959
C 3.3577 -0.3742 0.2497
Te 2.0207 1.2503 -0.1639
C 2.1294 0.4912 -2.1740
C 3.5496 -0.0110 -2.2182
C 4.2585 -0.0482 -3.4099
C 5.5582 -0.5384 -3.4208
C 6.1523 -0.9698 -2.2446
C 5.4538 -0.9137 -1.0451
C 4.1494 -0.4424 -1.0328
H 2.7415 -1.2545 0.4346
H 3.9501 -0.1384 1.1295
H 1.9163 1.2879 -2.8824
H 1.3697 -0.2881 -2.2378
H 3.8076 0.3091 -4.3271
H 6.1134 -0.5643 -4.3482
H 7.1707 -1.3328 -2.2548
H 5.9329 -1.2279 -0.1265
*
```

Properties
ΔE to the lowest compared entry with this formula, charge and spin: 0.00 kJ/mol
orbital gap: 0.214 hartree
highest occupied orbital energy: -16.343 eV

Atomic partial charges in e from the Mulliken method, atoms 1 to 2:
1 Ti -0.277
2 C -0.833

=====

C26H31F6IN2O20P | the ωB97M-V functional and the def2-TZVPD basis

Structure (ORCA input):
```
! RIJCOSX wB97M-V def2-TZVPD def2/J DEFGRID3
* xyz 1 1
C -5.7368 4.7404 0.6500
C -6.2033 3.1931 0.2247
C -6.1804 3.0068 -1.4034
O -4.9170 2.5010 -1.9598
C -4.7506 1.0392 -1.6657
C -3.5588 0.9790 -0.5039
C -2.4165 2.2014 -0.4642
C -1.3260 1.9606 0.7459
C -1.4478 0.6939 1.7625
N -2.5429 -0.2859 1.5591
N -3.4002 -0.0842 0.5354
P -4.6510 -1.4059 0.3819
O -4.5245 -2.1796 -1.1807
I -4.1716 -3.1004 2.0963
H -6.5486 5.2764 1.3265
H -5.5344 5.4013 -0.3034
H -4.7360 4.6918 1.2739
H -7.3039 3.0849 0.6724
H -5.5437 2.4263 0.8226
H -7.1217 2.3788 -1.7012
H -6.3371 4.0919 -1.8745
H -4.4089 0.5568 -2.6939
H -5.7908 0.6606 -1.2860
H -2.3899 3.0888 -1.2301
H -0.4241 2.7111 0.9031
H -0.6680 0.5323 2.6217
H -5.4881 -2.1892 -1.5215
C -4.7695 -0.4981 -6.4661
C -6.2083 -0.1196 -6.5566
O -6.8260 -0.9387 -5.5900
C -5.8697 -1.1526 -4.6431
O -6.0982 -1.5810 -3.5242
O -4.6228 -0.8208 -5.0978
F -6.7149 -0.4360 -7.7694
H -4.5231 -1.3750 -7.0742
H -4.1049 0.3228 -6.7488
H -6.4106 0.9329 -6.3309
C 2.8303 4.3610 -0.1713
C 3.7154 4.3609 1.0280
O 2.8134 4.4917 2.1033
C 1.6584 3.9134 1.6694
O 0.7395 3.5864 2.4020
O 1.6580 3.7372 0.3128
F 4.5326 5.4379 1.0244
H 2.5871 5.3709 -0.5183
H 3.2588 3.7976 -1.0045
H 4.3046 3.4459 1.1509
C 7.0057 0.7241 3.6227
C 5.5875 0.9888 3.9972
O 5.1719 1.9511 3.0547
C 5.9199 1.7044 1.9428
O 5.6629 2.1428 0.8340
O 6.9902 0.8987 2.2201
F 5.5087 1.5383 5.2299
H 7.7028 1.4406 4.0699
H 7.3241 -0.2876 3.8883
H 4.9362 0.1103 3.9381
C -0.3156 -2.6345 0.4923
C 0.9079 -3.0756 -0.2359
O 1.9569 -2.7168 0.6347
C 1.4174 -2.7792 1.8844
O 2.0733 -2.8053 2.9125
O 0.0505 -2.8170 1.8453
F 1.0573 -2.3864 -1.3894
H -0.5540 -1.5796 0.3200
H -1.1911 -3.2381 0.2382
H 0.9475 -4.1515 -0.4364
C -3.5731 -6.0068 -1.7133
C -2.5358 -5.0095 -2.1022
O -2.0100 -5.5315 -3.3013
C -3.0356 -6.2307 -3.8634
O -3.0586 -6.5951 -5.0273
O -4.0400 -6.4675 -2.9654
F -1.5428 -4.9643 -1.1858
H -3.1603 -6.8488 -1.1477
H -4.3842 -5.5585 -1.1332
H -2.9261 -4.0017 -2.2792
C 11.6989 -1.2854 3.8343
C 10.3040 -1.5833 4.2671
O 9.7593 -0.3088 4.5235
C 10.4253 0.5363 3.6874
O 10.0535 1.6663 3.4180
O 11.5578 -0.0401 3.1807
F 10.2971 -2.2892 5.4200
H 12.3898 -1.1767 4.6770
H 12.0937 -2.0435 3.1525
H 9.6997 -2.0968 3.5116
*
```

Properties
orbital gap: 0.276 hartree
highest occupied orbital energy: -12.335 eV

Atomic partial charges in e from the Mulliken method, atoms 1 to 2:
1 C -0.877
2 C -0.050

=====

C26H31FN4O2 | the ωB97M-V functional and the def2-TZVPD basis

Structure (ORCA input):
```
! RIJCOSX wB97M-V def2-TZVPD def2/J DEFGRID3
* xyz 0 1
C -0.7378 -2.2770 5.7484
O -2.0836 -2.2867 5.3268
C -2.3901 -2.9276 4.1764
C -1.5582 -3.8094 3.4950
C -1.9465 -4.3941 2.2936
C -0.9971 -5.2820 1.5184
N -0.0518 -4.6262 0.6275
C -0.5839 -3.6181 -0.2563
C -0.6582 -2.2152 0.3664
C 0.7146 -1.7918 0.9040
N 0.5952 -0.5512 1.6392
N 0.3235 -0.5678 2.9512
C 0.1792 0.6907 3.3140
C 0.3453 1.5583 2.2299
C 0.6007 0.7197 1.1631
N 0.8352 0.9954 -0.1761
C 0.9182 2.2497 -0.7243
O 0.8006 3.2652 -0.0858
C 1.1804 2.2024 -2.2218
C 1.1447 3.5983 -2.8357
C 1.4467 3.5677 -4.3370
C 1.3806 4.9540 -4.9112
C 2.5024 5.7726 -4.9128
C 2.4339 7.0630 -5.4066
C 1.2388 7.5532 -5.9043
C 0.1142 6.7463 -5.9046
C 0.1860 5.4564 -5.4099
C 1.2748 -2.8698 1.8296
C 1.2380 -4.2432 1.1489
C -3.2146 -4.1368 1.7921
C -4.0779 -3.2915 2.4693
C -3.6607 -2.6907 3.6359
F -4.5014 -1.8562 4.2818
H -0.7128 -1.6241 6.6190
H -0.3999 -3.2762 6.0424
H -0.0893 -1.8699 4.9656
H -0.5946 -4.0583 3.9103
H -0.4158 -5.8961 2.2095
H -1.5951 -5.9559 0.8926
H 0.0712 -3.5794 -1.1364
H -1.5762 -3.9269 -0.5869
H -1.0101 -1.5005 -0.3812
H -1.3666 -2.2123 1.1950
H 1.4121 -1.6400 0.0677
H -0.0392 0.9358 4.3341
H 0.2899 2.6247 2.2092
H 0.9525 0.1998 -0.7862
H 2.1616 1.7469 -2.3861
H 0.4294 1.5636 -2.6950
H 1.8721 4.2316 -2.3259
H 0.1603 4.0382 -2.6685
H 0.7197 2.9241 -4.8383
H 2.4424 3.1468 -4.4963
H 3.4381 5.3942 -4.5258
H 3.3152 7.6879 -5.4033
H 1.1843 8.5602 -6.2908
H -0.8216 7.1228 -6.2916
H -0.6951 4.8300 -5.4131
H 0.6706 -2.8737 2.7322
H 2.3004 -2.6211 2.1072
H 1.9327 -4.2338 0.2985
H 1.5795 -5.0098 1.8469
H -3.5376 -4.6009 0.8726
H -5.0690 -3.0852 2.0974
*
```

Properties
ΔE to the lowest compared entry with this formula, charge and spin: 43.35 kJ/mol
orbital gap: 0.319 hartree
highest occupied orbital energy: -8.334 eV
SMILES string: COc1cc(CN2CCC(n3nccc3NC(=O)CCCc3ccccc3)CC2)ccc1F

Atomic partial charges in e from the Mulliken method, atoms 1 to 2:
1 C -0.629
2 O -0.461

=====

C26H31N2O8Os | the ωB97M-V functional and the def2-TZVPD basis

Structure (ORCA input):
```
! RIJCOSX wB97M-V def2-TZVPD def2/J DEFGRID3
* xyz 1 5
O -0.7044 -0.2590 -4.0334
C 0.6027 0.1814 -4.5293
C 0.0453 1.4486 -5.1911
H 0.9947 -0.5373 -5.2609
H 1.2812 0.3648 -3.6934
C -1.2428 1.0310 -4.4237
H 0.0025 1.4421 -6.2779
H 0.5089 2.3540 -4.7959
C -2.5463 0.8348 -5.1813
H -2.5419 -0.1108 -5.7414
H -2.7529 1.6674 -5.8647
H -3.3429 0.7987 -4.4294
C -1.3309 2.0093 -3.2724
H -0.3380 2.1298 -2.8162
H -2.0187 1.6478 -2.5081
H -1.6538 2.9768 -3.6774
Os 0.3964 0.1391 0.8362
C 1.3546 1.9527 1.5934
C 2.3670 0.9749 1.4323
C 2.3825 0.5577 0.0753
H 3.0235 0.6046 2.2131
C 1.3570 1.2683 -0.6199
C 0.7219 2.1330 0.3335
H -0.0804 2.8276 0.1277
H 1.1148 2.4687 2.5241
H 3.0671 -0.1613 -0.3678
H 1.1067 1.1591 -1.6657
C -1.5930 -0.4918 2.0628
C -1.6726 0.7421 1.3822
C -1.5184 0.4865 -0.0196
H -1.9232 1.7083 1.8141
C -1.2458 -0.9084 -0.1841
C -1.3344 -1.5061 1.1133
H -1.2086 -2.5675 1.3165
H -1.7172 -0.6233 3.1400
H -1.6384 1.2033 -0.8015
H -0.9867 -1.4047 -1.1196
O 0.5020 -1.5978 -6.3876
C 0.1194 -0.7592 -7.5475
C 0.5730 -1.4123 -8.8550
H 0.6370 0.2065 -7.4593
H -0.9610 -0.5603 -7.4979
C 1.5832 -2.4741 -8.4176
H 1.0506 -0.7066 -9.5372
H -0.2565 -1.8671 -9.3959
C 1.4056 -2.6288 -6.8970
H 2.5972 -2.1463 -8.6667
H 1.4149 -3.4117 -8.9417
H 2.3778 -2.5197 -6.4106
H 0.9847 -3.6153 -6.6652
O 2.1172 -3.7179 2.2946
C 1.5629 -2.6325 2.4186
O 1.3941 -1.7600 1.4662
C 1.0411 -2.2959 3.8240
C 1.0662 -0.9869 4.3232
C 0.5560 -0.7060 5.6156
C 0.1709 -1.7492 6.4600
C 0.2040 -3.0656 5.9827
C 0.5952 -3.3385 4.6531
N -0.1381 -4.1610 6.8562
O -0.4474 -3.9010 8.0400
O -0.1074 -5.3210 6.3929
N 0.4108 0.6676 6.0240
O 0.6726 1.5797 5.2058
O 0.0271 0.8966 7.1888
H 1.4795 -0.1707 3.7307
H -0.1465 -1.5373 7.4806
H 0.5769 -4.3522 4.2694
*
```

Properties
orbital gap (alpha / beta): 0.221 / 0.160 hartree
highest occupied orbital energy (alpha / beta): -10.007 / -11.388 eV
<S²>: 6.02

Atomic partial charges in e from the Mulliken method, atoms 1 to 2:
1 O -0.495
2 C 0.045

=====

Summary of F_max in eV/A
3.1; 1.6; 3.2; 1.0; 6.0; 0.8; 6.4
(order as listed above)